# 1
{"formula": "C8H14", "method": "ωB97M-V/def2-TZVPD", "mol_weight_g_mol": 110.200, "multiplicity": 1, "relative_energy_kcal_mol": 44.4, "smiles": "C/C=C/C.C=CC=C", "symbols": ["C", "C", "C", "C", "C", "C", "C", "C", "H", "H", "H", "H", "H", "H", "H", "H", "H", "H", "H", "H", "H", "H"], "positions_angstrom": [[3.24584, -1.49386, 0.32290], [-0.22114, -0.03515, -2.16178], [-3.24926, 1.31907, -0.09376], [1.57999, -0.01566, 1.35781], [0.53069, 0.13912, 2.15605], [-1.10175, 0.70622, -1.19816], [2.11245, -1.32125, 0.98228], [-2.40945, 0.55508, -1.06839], [-3.83676, 0.64425, 0.53176], [3.62290, -2.47840, 0.09039], [-2.89028, -0.20678, -1.67618], [0.22817, 1.12890, 2.47769], [-0.58619, 1.44170, -0.58527], [1.55350, -2.19602, 1.29618], [-0.05237, -0.70909, 2.48730], [-0.78502, -0.44315, -2.99881], [0.53756, 0.63701, -2.56027], [3.85094, -0.65859, -0.01387], [-3.96479, 1.97247, -0.60118], [0.30296, -0.86136, -1.67490], [-2.61936, 1.93688, 0.54516], [2.13340, 0.85284, 1.01600]], "forces_ev_per_angstrom": [[0.3975, 0.0070, -0.2972], [-0.0700, -0.0154, 0.0693], [-0.1153, -0.0229, -0.0898], [0.1235, -0.1292, 0.2385], [-0.0376, 0.2728, -0.1349], [0.3036, 0.1180, -0.1534], [-0.2023, 0.0098, -0.0044], [0.0793, -0.1459, 0.0714], [0.0332, 0.0103, 0.0655], [-0.0088, -0.0907, -0.0057], [-0.1641, 0.0891, -0.0631], [-0.1296, -0.1055, -0.0354], [-0.1013, -0.0160, 0.1153], [-0.1092, 0.0191, 0.0629], [-0.0013, -0.0342, 0.1263], [-0.0730, -0.0467, -0.0124], [0.0666, -0.0160, -0.0803], [-0.0696, 0.0354, 0.0505], [0.0364, -0.0238, -0.0133], [0.0391, 0.0467, 0.0473], [-0.0299, 0.0210, 0.0539], [0.0329, 0.0172, -0.0108]]}

***

# 2
{"formula": "C8H14", "method": "ωB97M-V/def2-TZVPD", "mol_weight_g_mol": 110.200, "multiplicity": 1, "relative_energy_kcal_mol": 26.1, "smiles": "C/C=C/C=C/CCC", "symbols": ["C", "C", "C", "C", "C", "C", "C", "C", "H", "H", "H", "H", "H", "H", "H", "H", "H", "H", "H", "H", "H", "H"], "positions_angstrom": [[-2.52637, 1.06627, 2.91218], [1.63940, -0.42487, -1.21408], [-1.30955, 1.28223, 0.63607], [0.32869, 0.17879, -0.93173], [1.82509, -1.25357, -2.23472], [-2.08433, 0.37969, 1.63133], [0.01637, 0.70644, 0.24154], [3.15590, -1.87045, -2.54591], [-2.86932, 2.08017, 2.71409], [-2.90523, -0.09383, 1.09757], [-1.91601, 1.46145, -0.25599], [3.31380, -2.09672, -3.60239], [-3.35076, 0.52264, 3.36549], [-0.41083, 0.09469, -1.72088], [3.23633, -2.87081, -2.11272], [-1.17056, 2.25955, 1.10802], [0.99748, -1.44911, -2.90284], [-1.72383, 1.15413, 3.63798], [0.73736, 0.71895, 1.04991], [3.95832, -1.23851, -2.15931], [-1.40870, -0.45315, 1.84966], [2.46672, -0.15398, -0.56327]], "forces_ev_per_angstrom": [[-0.2655, 0.0514, -0.1981], [-0.5466, 0.2363, -0.1430], [-0.3474, 0.1226, -0.1033], [0.4816, -0.4377, 0.0615], [0.5697, 0.1821, -0.2045], [0.7998, -0.3560, -0.4155], [-0.4540, 0.4717, 0.3976], [-0.0554, -0.5022, -0.0624], [-0.1578, 0.0809, -0.0776], [-0.2909, 0.1366, 0.0826], [0.0255, -0.0039, 0.0152], [-0.0664, 0.5487, -0.1101], [-0.0300, -0.0347, 0.2122], [-0.1066, 0.1389, -0.0204], [0.0359, 0.0663, 0.3882], [0.1498, 0.0125, -0.0656], [-0.1475, -0.1737, -0.0252], [0.1800, -0.0859, 0.0657], [0.3505, -0.0849, -0.0422], [0.0466, -0.2190, -0.1121], [-0.1393, -0.0390, 0.2988], [-0.0318, -0.1112, 0.0583]]}

***

# 3
{"formula": "C8H14", "method": "ωB97M-V/def2-TZVPD", "mol_weight_g_mol": 110.200, "multiplicity": 1, "relative_energy_kcal_mol": 32.0, "smiles": "C/C=C/C=C/CCC", "symbols": ["C", "C", "C", "C", "C", "C", "C", "C", "H", "H", "H", "H", "H", "H", "H", "H", "H", "H", "H", "H", "H", "H"], "positions_angstrom": [[-0.26759, 0.87344, -3.02751], [-0.00663, -0.59271, -3.50530], [-0.10660, -0.55510, 1.69156], [0.42753, 1.22669, -1.71267], [-0.13087, -1.22447, 4.10049], [-0.08386, 0.45161, 0.62382], [-0.02970, -0.24241, 2.98761], [0.26299, 0.18101, -0.62444], [0.18611, -0.58251, -4.58168], [-1.12585, -1.18155, 4.54580], [-0.86753, -1.18153, -3.23886], [0.93644, -0.98370, -3.13396], [0.02512, 0.81172, 3.25250], [-0.05662, 1.55210, -3.85411], [0.11432, -2.23656, 3.74712], [-1.35339, 1.02069, -2.98775], [-0.31304, 1.46534, 0.93615], [0.11288, 2.16720, -1.24835], [0.59856, -0.78498, -0.97366], [0.00584, -1.61244, 1.46699], [0.58129, -1.16312, 4.92571], [1.49081, 1.36003, -1.93834]], "forces_ev_per_angstrom": [[-0.7215, -0.3786, -0.5651], [0.4988, 1.4705, -0.4028], [0.7496, 0.0823, 0.5877], [-0.1214, 0.1422, 0.5515], [0.5847, -0.9984, 0.1603], [0.0553, -0.7268, 0.4463], [-0.1839, 0.4906, -0.1161], [0.6021, 0.6987, -1.2735], [-0.6047, -0.1597, -0.0298], [-0.0336, -0.2308, -0.0218], [0.0691, -0.6682, -0.0332], [-0.1031, -0.2159, 0.5221], [-0.1764, 0.0033, 0.0685], [0.7703, 0.2204, 0.2282], [-0.6810, 0.0919, -0.2103], [0.0081, -0.2452, 0.5709], [-0.0490, 0.0783, -0.1423], [-0.1821, 0.1482, -0.5344], [-0.2912, -0.4951, 0.5353], [-0.3687, 0.0212, -0.4393], [0.0793, 0.8482, -0.0277], [0.0995, -0.1772, 0.1254]]}

***

# 4
{"formula": "C8H14BCl4F3O4P", "method": "ωB97M-V/def2-TZVPD", "mol_weight_g_mol": 414.788, "multiplicity": 1, "charge": 1, "e_tot_ha": -3120.28781, "symbols": ["Cl", "Cl", "Cl", "Cl", "P", "F", "F", "F", "O", "O", "O", "O", "C", "C", "C", "C", "C", "C", "C", "C", "B", "H", "H", "H", "H", "H", "H", "H", "H", "H", "H", "H", "H", "H", "H"], "positions_angstrom": [[3.23089, 2.78640, 4.90945], [1.23790, 3.24200, 2.83912], [3.94669, 4.24767, 2.49750], [2.18095, 5.46320, 4.46467], [-1.81100, -1.05329, -0.73998], [2.25729, -1.06416, -1.75982], [2.02811, -2.88294, 1.58601], [3.99555, -2.98044, -0.00740], [-4.95089, 0.48974, -0.36279], [-4.21220, -1.28276, 1.44678], [-3.50493, -1.48590, -1.02090], [-0.65163, 1.39759, -1.66635], [1.76110, -2.23619, -0.97427], [1.60469, 2.34867, -0.71481], [0.38284, -2.95145, -1.50280], [-1.06348, 0.05450, -2.10378], [0.27130, 1.35865, -0.52213], [-0.84674, -2.67762, -0.43452], [2.64912, 3.93484, 3.67766], [2.55321, -2.69322, 0.21009], [-4.24327, -0.74153, 0.04924], [-3.57367, -0.64576, 1.92389], [0.69629, 0.30054, -0.25927], [2.49692, 1.60328, -0.97757], [-1.56834, -3.61670, -0.38204], [-0.17005, -0.43123, -2.70241], [1.45675, 3.07686, -1.62536], [-4.24025, 1.16504, -0.61558], [0.10650, -2.59216, -2.59848], [-1.92700, 0.22002, -2.91087], [-0.33277, -2.60812, 0.63513], [1.81122, 2.89544, 0.30876], [-1.75521, -0.29875, 0.51531], [0.51998, -4.13223, -1.59022], [-0.33585, 1.79003, 0.40772]], "forces_ev_per_angstrom": [[-0.1964, 0.2910, -0.3730], [0.1036, 0.0938, 0.2161], [-0.3732, -0.1108, 0.2561], [0.1010, -0.4893, -0.2730], [-1.5557, -1.8724, 0.0132], [-0.7625, -3.9935, 1.6209], [1.9434, -0.2126, -5.1425], [-4.9771, 1.7570, 1.7677], [3.5385, -1.9219, 1.1384], [1.8210, 2.7695, -3.0935], [3.4170, 2.4836, 2.2803], [-0.0151, -2.7619, 0.6435], [0.9206, -0.1899, 2.1886], [-0.1171, -1.3324, -0.3857], [-0.0136, 0.2330, 0.1082], [-0.0038, 1.5408, -2.3075], [1.0219, 1.5633, 1.7664], [0.8228, -1.0827, 0.6778], [0.3112, 0.2150, 0.2805], [0.3906, 0.6581, -2.0993], [-1.4656, 0.7813, 0.8466], [-1.8527, -1.3173, -0.4879], [-1.0499, 1.6513, -0.6946], [-1.7878, 1.8991, 0.5959], [1.1944, 2.2590, -0.2882], [-1.7494, 0.4876, 1.6086], [0.1747, -1.3593, 2.0205], [-1.6726, -1.1312, 0.0980], [0.8288, -0.5966, 2.4185], [1.7061, -0.4053, 1.8373], [-1.3280, 0.0698, -2.1465], [-0.3829, -1.0741, -2.3862], [-0.1433, -0.5525, -1.2466], [-0.0663, 2.7289, 0.4028], [1.2174, -1.0784, -1.8614]]}

***

# 5
{"formula": "C8H14BIO5", "method": "ωB97M-V/def2-TZVPD", "mol_weight_g_mol": 327.911, "multiplicity": 1, "relative_energy_kcal_mol": 0.0, "smiles": "CC[C@H](I)BCC(=O)O.O=C1OCCO1", "symbols": ["I", "O", "O", "O", "O", "O", "C", "C", "C", "C", "C", "C", "C", "C", "B", "H", "H", "H", "H", "H", "H", "H", "H", "H", "H", "H", "H", "H", "H"], "positions_angstrom": [[-2.35507, 3.05862, 3.36509], [-0.36188, 2.38791, -2.00577], [2.45014, -4.69474, 0.86082], [1.69312, 3.19065, -2.16140], [1.67075, -4.79108, -1.25153], [1.04693, -3.11611, 0.07412], [0.62646, -4.10990, -1.95214], [-0.79443, -0.26682, 1.42964], [-1.58388, 1.02918, 1.16020], [0.74804, 2.96001, -1.45873], [0.58054, -2.77526, -1.23315], [1.79112, -4.24786, -0.01625], [-1.00059, 2.27387, 1.89223], [0.75748, 3.19234, 0.04444], [-0.61828, 3.33733, 0.81022], [-1.37741, 4.22289, 0.56019], [1.31134, 4.13574, 0.15712], [-0.91178, -0.93037, 0.56746], [1.37566, 2.40774, 0.49485], [-1.23344, -0.78456, 2.28740], [0.26472, -0.07719, 1.60704], [-0.41879, -2.35305, -1.17303], [-2.63177, 0.89610, 1.43642], [0.87764, -4.03194, -3.00608], [-1.58549, 1.21072, 0.07699], [-0.29908, -4.67668, -1.83753], [1.25903, -2.04135, -1.67136], [-0.12156, 1.96074, 2.46303], [-1.15953, 2.63309, -1.52028]], "forces_ev_per_angstrom": [[0.0671, -0.0126, 0.0053], [-0.0917, 0.2135, -0.0933], [0.0200, -0.0075, 0.0335], [-0.4455, -0.2502, 0.3331], [-0.0114, -0.0103, -0.0124], [-0.0178, 0.0201, -0.0289], [-0.0304, -0.0068, -0.0162], [-0.6610, 0.1032, -0.1514], [0.2014, 0.0336, -0.0721], [0.5757, 0.1299, -0.3144], [-0.0454, 0.0690, -0.1171], [-0.0071, -0.0065, -0.0129], [0.0833, -0.0487, 0.1863], [-0.2233, 0.2300, 0.0578], [0.1229, -0.1341, 0.2037], [-0.0578, -0.0775, -0.2646], [-0.0437, -0.1533, 0.1324], [0.1863, 0.0077, 0.1991], [0.0120, 0.0178, -0.2000], [0.3191, 0.0754, 0.0242], [-0.0586, -0.1047, -0.0716], [-0.0036, -0.0221, 0.0931], [0.1190, 0.0481, -0.0731], [0.0962, -0.0322, 0.0218], [-0.0196, -0.0100, 0.0391], [-0.0056, 0.0142, 0.0072], [0.0108, -0.0116, -0.0037], [-0.1682, 0.0525, -0.0010], [0.0769, -0.1267, 0.0961]]}

***

# 6
{"formula": "C8H14Br3ClN2O4Pd", "method": "ωB97M-V/def2-TZVPD", "mol_weight_g_mol": 583.795, "multiplicity": 4, "charge": -3, "e_tot_ha": -9033.47364, "symbols": ["Pd", "Br", "Br", "Br", "Cl", "O", "O", "O", "O", "N", "N", "C", "C", "C", "C", "C", "C", "C", "C", "H", "H", "H", "H", "H", "H", "H", "H", "H", "H", "H", "H", "H", "H"], "positions_angstrom": [[-0.74455, -0.66834, 3.06632], [-3.34614, -1.83541, 2.95973], [0.12406, -2.13596, 5.29760], [-0.89140, 1.80345, 4.19559], [0.25679, -4.05151, 1.29396], [-0.00068, -4.42561, -0.02045], [-0.63462, -4.78700, 2.10499], [-0.02295, -2.69019, 1.52721], [1.62790, -4.29525, 1.62116], [1.44116, 0.18550, 2.34547], [-1.06649, 0.10651, 0.92027], [-2.23448, 3.29741, -2.63438], [-2.58029, 1.50076, -0.75078], [-1.70103, 0.71592, 0.17903], [-1.79757, 2.71217, -1.30290], [2.71709, -1.61401, -1.26688], [2.09913, -0.21672, -1.10459], [2.60116, 0.58053, 0.08083], [1.91420, 0.35386, 1.29677], [-1.54528, 4.02827, -3.05741], [-2.46568, 2.47791, -3.31488], [3.77167, -1.35835, -1.36987], [1.00954, -0.24322, -1.09078], [-1.75452, 3.51400, -0.56580], [2.41690, 1.61562, -0.20680], [3.68270, 0.48451, 0.17655], [-2.63101, 0.87897, -1.64459], [2.31564, -2.07752, -2.16804], [-0.74575, 2.42788, -1.27197], [-3.17289, 3.83718, -2.50738], [2.41364, 0.33256, -1.99199], [2.54112, -2.19018, -0.35849], [-3.59738, 1.73635, -0.43755]], "forces_ev_per_angstrom": [[-0.1754, -0.6942, 0.7491], [0.6792, 0.5809, 0.0646], [-0.2389, 0.5959, -0.5743], [-0.1600, -0.4552, -0.2689], [-0.3251, -0.4692, 2.7285], [-0.0482, -0.3827, -3.9793], [-0.4855, -1.5419, 1.4395], [-0.0505, 2.9190, -0.4076], [1.0938, -0.4415, 0.0674], [0.6543, 0.0535, -1.8687], [-0.6432, 0.4975, -0.4243], [-0.6525, -0.6383, 0.4618], [1.3939, -0.2338, -1.1623], [-1.1209, 0.4132, 0.3551], [0.8762, 0.8292, 1.2295], [-0.2927, 1.2536, 0.6996], [-0.2099, -0.6518, -0.8237], [0.2980, 0.8344, -1.5796], [-0.7703, -0.7556, 3.5010], [0.2744, -0.1416, -0.1079], [0.2416, 0.1421, -0.5060], [0.3432, -0.7447, -0.1468], [0.0066, -0.0347, -0.0028], [-0.4136, 0.1283, 0.2449], [0.0578, 0.3302, 0.2506], [0.0471, -0.1571, 0.3113], [-0.4611, -0.4474, 0.0561], [0.1572, -0.2421, 0.2024], [0.1302, -0.2622, -0.7015], [-0.2532, 0.1385, -0.0028], [-0.2727, 0.2536, -0.1177], [0.0295, -0.4039, -0.2449], [0.2907, -0.2720, 0.5577]]}